DFT (the ωB97M-V functional and the def2-TZVPD basis) results for 5 unconnected molecules or ions with the total composition C8H24IO8 in a non-equilibrium geometry.

The geometry in ORCA input format:
```
! RIJCOSX wB97M-V def2-TZVPD def2/J DEFGRID3
* xyz 0 2
I 1.14 -0.62 -1.05
C 5.13 0.92 -2.55
C 4.40 2.17 -2.22
O 4.91 2.70 -1.05
O 4.91 -0.12 -1.57
H 6.19 1.19 -2.57
H 4.75 0.58 -3.52
H 3.31 2.25 -2.17
H 4.56 2.82 -3.08
H 4.81 2.01 -0.39
H 3.96 -0.24 -1.52
C -2.31 -2.19 1.91
C -0.94 -2.59 2.51
O -0.71 -3.79 1.87
O -2.17 -1.81 0.47
H -2.66 -1.32 2.46
H -3.06 -2.97 2.05
H -0.94 -2.73 3.60
H -0.07 -1.95 2.35
H 0.22 -3.98 1.73
H -1.25 -1.66 0.23
C -4.04 0.45 -3.05
C -2.61 -0.23 -3.54
O -2.13 -1.22 -2.62
O -5.23 -0.35 -3.29
H -4.25 1.46 -3.41
H -3.91 0.36 -1.97
H -2.05 0.68 -3.35
H -2.61 -0.39 -4.62
H -1.20 -1.07 -2.49
H -5.89 0.35 -3.30
C 0.81 1.40 3.25
C -0.69 1.25 3.61
O -0.89 0.79 4.87
O 1.31 0.20 2.74
H 1.32 1.76 4.14
H 0.93 2.18 2.49
H -1.08 0.63 2.80
H -1.27 2.17 3.48
H -1.84 0.71 4.98
H 1.15 0.24 1.79
*
```

Output
**E_HOMO (alpha / beta)**: -9.913 / -9.913 eV
**Kohn-Sham gap (alpha / beta)**: 10.00 / 5.28 eV
**LUMO level (alpha / beta)**: 0.1 / -4.6 eV
**<S²>**: 0.753
**ΔE to the lowest compared entry with this formula, charge and spin**: 110.40 kJ/mol